Record 1
A cluster of 4 separate species, C32H30F3I2NO13 in total at a distorted geometry. Source: OMol25; level of theory: the ωB97M-V functional and the def2-TZVPD basis.

XYZ file:
```
81
Properties=species:S:1:pos:R:3:forces:R:3
C -8.24436 1.73902 2.11670 -0.217 0.257 -0.062
C -7.07701 2.67862 1.38154 -1.884 -0.048 0.919
N -5.74565 2.26577 1.96817 2.072 -0.141 -2.994
C -4.73900 1.85081 0.91962 1.975 -1.109 -2.415
C -5.09280 0.49975 0.00293 3.140 1.609 -0.491
C -4.04265 -0.07615 -1.14729 0.263 3.475 2.692
I -4.76759 -1.88354 -2.22948 0.732 1.827 1.042
C -2.56530 0.63468 -1.47772 -2.422 1.611 2.671
C -1.50906 0.03933 -2.57762 -0.119 2.433 0.280
I -0.82809 -2.03569 -2.11149 -0.482 1.213 -0.241
C -1.95845 0.22483 -4.14995 1.173 0.311 -0.377
C -0.53177 0.18248 -5.02228 0.321 -0.083 -0.235
C -2.25396 2.01526 -0.58465 -2.250 -1.482 0.610
C -3.31463 2.58662 0.57759 -0.713 -1.677 -0.715
C -2.87130 3.94453 1.44898 -2.290 2.323 0.747
O -3.73297 4.84909 1.91956 5.214 -5.611 -2.562
C -1.21632 4.09412 1.64884 2.350 -0.664 -2.017
O -0.72576 4.76124 2.89703 -1.652 0.427 -3.695
C -0.22551 3.61767 0.60155 -3.293 0.629 2.823
C 1.39172 3.82715 0.81831 0.411 0.417 -1.308
C 2.31752 2.76982 -0.07829 1.667 -0.100 -4.736
O 2.68600 3.01586 -1.34316 -2.318 -1.115 7.644
C 2.82024 1.35799 0.59966 0.729 -2.111 1.362
C 4.12557 1.39431 1.63381 -2.575 -4.479 -0.781
C 4.52795 -0.07393 2.31255 -3.132 0.584 -2.696
C 3.67603 -1.45681 1.94663 -0.710 3.378 -1.760
C 2.42573 -1.44608 0.88634 1.919 4.145 0.647
C 1.98368 -0.00923 0.21252 3.333 0.157 2.646
C -0.88624 2.93068 -0.76854 2.367 1.486 -3.352
O -0.28901 3.21853 -1.92520 -3.822 -2.201 6.703
H -9.32167 2.21227 1.97920 2.274 -0.930 0.255
H -8.01113 1.65601 3.26661 -0.429 0.295 -2.306
H -8.28583 0.64601 1.70014 0.245 2.086 0.649
H -7.31089 3.79882 1.70198 0.603 -2.310 -0.907
H -7.14022 2.56886 0.20632 0.379 0.246 2.552
H -5.36753 2.95388 2.65437 -0.253 -0.643 -1.226
H -6.13336 -0.03265 0.24685 2.684 1.144 -0.810
H -0.50945 0.68150 -2.45759 -2.328 -1.387 -0.158
H -2.71264 -0.60311 -4.53605 1.565 1.882 1.043
H -2.37495 1.32889 -4.29946 0.557 -2.543 0.564
H 0.33670 -0.30399 -4.36113 -1.940 1.050 -1.551
H -0.62925 -0.44185 -6.01761 0.099 1.162 2.110
H -0.18259 1.26900 -5.35506 -0.841 -2.298 0.945
H -0.91268 5.75258 2.74920 0.251 -2.148 0.392
H 1.74120 3.75140 1.93226 -1.127 -0.008 -2.094
H 1.67740 4.91207 0.41150 -0.673 -2.387 0.815
H 4.72931 2.38268 1.87609 -1.481 -2.360 -0.641
H 5.42838 -0.11061 3.06829 -2.058 -0.039 -1.745
H 4.02528 -2.45257 2.46482 -0.918 2.258 -1.173
H 1.80383 -2.39220 0.56274 1.569 2.035 0.936
H 1.08276 0.10151 -0.55091 2.140 -0.410 1.843
O 7.64759 1.62476 -0.22090 -1.480 0.424 -2.375
C 7.01911 1.77425 -1.25557 1.090 -0.580 2.866
O 5.81594 1.17732 -1.51540 1.187 0.321 0.371
C 5.36532 1.70625 -2.74630 -1.190 -0.253 -0.374
C 6.63296 2.15667 -3.38809 0.087 0.492 -0.473
F 6.41947 3.23800 -4.17091 0.133 0.132 -0.322
O 7.43339 2.54984 -2.29648 -0.195 -0.740 0.323
H 4.67119 2.53132 -2.55438 0.185 -0.016 -0.137
H 4.84912 0.94337 -3.33534 0.098 0.002 0.264
H 7.14778 1.37763 -3.96042 0.034 0.214 -0.089
O 1.51121 -6.21628 1.12116 -0.917 -0.108 -2.790
C 1.18218 -6.27856 -0.05175 0.733 -0.212 3.221
O 0.94888 -7.44808 -0.72203 0.345 0.871 0.659
C 0.46834 -7.08622 -2.00113 -0.356 -1.023 -0.707
C 1.00395 -5.70541 -2.16900 -0.187 0.611 -0.485
F 0.16769 -4.95141 -2.91721 0.038 0.156 -0.217
O 1.00975 -5.19233 -0.85614 0.349 -0.738 0.209
H -0.62634 -7.11878 -2.00010 0.112 0.258 -0.073
H 0.83896 -7.77215 -2.76764 0.025 0.022 0.274
H 2.01630 -5.66415 -2.58491 -0.151 0.154 -0.051
O 2.96037 -3.00198 4.83292 -2.854 -0.005 -0.514
C 1.76457 -3.01002 4.59239 3.076 0.106 0.856
O 0.80111 -3.34754 5.50304 0.867 0.129 -0.583
C -0.44268 -3.10351 4.87744 -0.972 -0.175 0.793
C -0.09632 -3.17724 3.42958 -0.317 0.302 -0.713
F -0.88052 -2.34942 2.70335 -0.153 0.007 -0.293
O 1.22604 -2.69148 3.38193 0.045 -0.665 0.872
H -0.81109 -2.11607 5.17514 0.033 -0.031 -0.289
H -1.18150 -3.85557 5.16717 0.265 0.043 0.066
H -0.13245 -4.18841 3.01036 -0.034 0.148 -0.126
```
Forces are in eV/Å.

Summary:
Electronic energy (hartree): -3164.390899
HOMO level (eV): -8.369
Maximum force (eV Å⁻¹): 8.08
E_LUMO (eV): -1.879

Results of the Mulliken charge analysis, in e, for atoms 1 through 6:
1. C -0.870
2. C -0.385
3. N -0.238
4. C -0.062
5. C -0.134
6. C -0.635

Record 2
A structure of composition C32H30N4PPd at a distorted geometry. Source: OMol25; level of theory: the ωB97M-V functional and the def2-TZVPD basis.

XYZ file:
```
68
Properties=species:S:1:pos:R:3:forces:R:3
Pd -0.32519 0.05853 -0.85430 -0.953 0.740 -0.372
N 0.04774 2.08566 1.56131 -0.374 -0.196 -0.055
P -0.56410 0.50873 1.60467 1.540 -0.078 1.205
C -0.89504 0.16472 3.35513 -0.439 0.061 -0.455
C 0.12593 0.42848 4.27338 0.042 -0.048 -0.012
C -0.07033 0.08503 5.59921 0.104 0.087 -0.022
C -1.25682 -0.51785 6.00128 -0.116 -0.019 -0.001
C -2.26443 -0.77569 5.08312 0.038 0.022 0.008
C -2.08703 -0.43206 3.75023 -0.134 0.045 -0.045
C 0.86657 -0.58547 1.28537 -0.463 0.007 -0.409
C 0.52401 -1.92880 1.02135 0.069 -0.061 0.283
C 1.51332 -2.88966 0.93718 -0.039 -0.006 -0.021
C 2.84815 -2.51763 1.09956 -0.074 -0.042 -0.080
C 3.19092 -1.19105 1.34356 0.057 0.117 0.039
C 2.21156 -0.21779 1.43172 0.059 0.031 -0.032
C -0.10854 2.92471 0.46488 0.019 0.441 -0.362
C 0.11841 4.29765 0.56200 0.038 -0.067 0.125
C -0.06834 5.08387 -0.55643 -0.003 -0.022 -0.048
C -0.48212 4.50028 -1.75371 0.003 -0.082 0.045
C -0.67543 3.13766 -1.77724 0.004 0.124 -0.212
N -0.48908 2.37093 -0.69081 0.176 -0.881 0.317
H 0.17661 2.56136 2.44677 -0.122 -0.030 0.065
H 1.06160 0.88354 3.96871 0.030 -0.051 0.021
H 0.71224 0.28409 6.31919 -0.022 0.012 0.016
H -1.39920 -0.78086 7.04086 0.021 -0.013 -0.003
H -3.18800 -1.23835 5.40226 -0.001 0.001 -0.001
H -2.87729 -0.61819 3.03299 0.008 -0.028 0.010
H -0.52396 -2.21893 0.99542 0.026 -0.047 -0.100
H 1.25058 -3.92751 0.77917 0.017 0.001 0.001
H 3.62166 -3.27366 1.05051 0.008 0.015 0.015
H 4.22825 -0.91919 1.49147 -0.005 -0.015 0.004
H 2.47953 0.80698 1.65658 -0.012 0.030 -0.085
H 0.43776 4.73116 1.50116 -0.019 -0.001 -0.004
H 0.10441 6.15073 -0.50257 -0.006 0.000 0.026
H -0.64654 5.09269 -2.64189 -0.013 -0.023 -0.015
H -0.98796 2.62416 -2.67861 0.004 -0.011 0.006
C 3.60124 -3.49536 -3.08286 -0.169 -0.083 -0.006
C 2.23132 -3.50544 -2.86699 0.124 -0.115 -0.080
C 1.58440 -2.35764 -2.41283 0.007 0.300 0.096
C 2.28852 -1.16561 -2.16177 -0.111 -0.118 -0.076
C 1.65860 0.02154 -1.72040 -0.093 -0.041 0.148
C 2.38658 1.21689 -1.67131 0.259 0.119 -0.026
C 3.75273 1.22573 -1.90640 -0.273 0.179 0.048
C 4.40705 0.05062 -2.26984 0.149 -0.243 -0.127
C 3.69166 -1.14705 -2.42835 -0.104 0.011 0.036
C 4.32335 -2.32428 -2.87389 0.174 0.185 0.022
H 4.10455 -4.38691 -3.43206 0.004 0.012 -0.009
H 1.66316 -4.40424 -3.06876 -0.014 0.019 0.018
H 0.50696 -2.35615 -2.29534 -0.005 -0.098 0.065
H 1.90225 2.15781 -1.44384 -0.011 -0.054 0.102
H 4.30886 2.14981 -1.81754 0.010 -0.004 -0.039
H 5.47116 0.06918 -2.47556 -0.008 -0.023 0.010
H 5.39003 -2.30388 -3.06612 -0.009 -0.026 0.012
C -5.79059 1.41079 -1.14026 -0.073 0.222 0.026
C -4.60945 0.53294 -1.29959 0.189 -0.134 0.017
C -4.50097 -0.78767 -1.71832 0.079 -0.028 -0.022
C -3.14683 -1.10631 -1.67486 -0.241 0.020 0.039
N -2.45104 -0.04206 -1.24011 0.841 0.020 0.006
N -3.35734 0.94090 -1.02101 -0.237 -0.036 -0.076
C -2.46770 -2.37774 -2.04796 0.001 0.090 -0.059
H -6.70463 0.85652 -1.33218 0.003 -0.011 0.001
H -5.74752 2.25207 -1.83509 -0.010 -0.052 -0.039
H -5.83930 1.82638 -0.13230 -0.021 -0.056 0.009
H -5.30873 -1.43416 -2.01785 -0.006 0.025 -0.009
H -3.06745 1.85048 -0.70524 0.062 0.027 0.009
H -3.16455 -3.21066 -1.99397 0.034 -0.031 0.038
H -1.62875 -2.58147 -1.37712 -0.017 -0.068 0.009
H -2.09742 -2.32330 -3.07379 0.002 -0.017 0.002
```
Forces are in eV/Å.

Summary:
Energy relative to the best compared isomer or geometry (same formula, charge and spin) (kcal/mol): 0.0
Charge: +3
Electronic energy (hartree): -1924.617448
HOMO level (spin up / spin down) (eV): -17.045 / -17.179
2S+1: 5
Maximum force (eV Å⁻¹): 1.96
E_LUMO (spin up / spin down) (eV): -8.636 / -11.888

Results of the Mulliken charge analysis, in e, for atoms 1 through 6:
1. Pd -0.790
2. N -0.012
3. P 1.035
4. C 0.908
5. C -0.432
6. C -0.872

Record 3
A structure of composition C32H30N5Rh. Source: OMol25; level of theory: the ωB97M-V functional and the def2-TZVPD basis.

XYZ file:
```
68
Properties=species:S:1:pos:R:3:forces:R:3
Rh 0.00047 0.60612 -0.54552 0.562 -0.094 -0.309
C 1.06111 -1.19036 -2.62582 -0.165 -0.181 -0.123
C 2.29373 -0.31992 -2.77504 -0.135 0.058 -0.209
C 2.91468 0.16461 -1.50421 0.034 -0.009 0.148
C 4.29796 0.19130 -1.39812 0.049 0.023 0.026
C 4.89885 0.64733 -0.23961 0.060 -0.029 -0.069
C 4.08976 1.06074 0.80320 -0.036 0.026 0.074
C 2.72408 1.00210 0.63999 -0.145 0.053 0.032
N 2.13268 0.56921 -0.49098 -0.246 0.142 0.318
N -0.18482 -0.44209 -2.32643 -0.233 0.181 -0.379
C -1.30416 -1.39169 -2.05694 -0.176 0.156 -0.038
C -2.44464 -0.62009 -1.42942 0.368 -0.109 0.127
C -3.78022 -0.92158 -1.58933 -0.135 0.094 0.104
C -4.72284 -0.17430 -0.88420 0.212 0.057 0.020
C -4.29068 0.84811 -0.04737 -0.154 -0.186 -0.131
C -2.93664 1.09904 0.05276 0.007 0.042 0.044
N -2.04142 0.38713 -0.63225 0.144 0.054 0.023
C -0.59712 0.46288 -3.46323 0.006 -0.399 0.141
C -0.09238 1.85003 -3.26309 0.179 0.108 0.274
C 0.06303 2.77641 -4.27699 -0.011 -0.037 -0.030
C 0.50837 4.04660 -3.94912 0.006 0.042 -0.010
C 0.79104 4.34698 -2.62460 0.034 0.035 0.035
C 0.61815 3.36616 -1.66910 -0.073 -0.019 -0.062
N 0.17421 2.14235 -1.98378 0.016 0.306 -0.163
H 1.18620 -1.91206 -1.81790 0.068 -0.020 -0.002
H 0.91192 -1.74490 -3.55755 -0.054 -0.039 0.034
H 2.07669 0.53726 -3.41469 -0.013 0.068 -0.088
H 3.04147 -0.89554 -3.31846 -0.001 -0.048 0.010
H 4.89699 -0.15024 -2.23121 -0.011 -0.002 -0.001
H 5.97672 0.67239 -0.15155 -0.004 -0.003 -0.006
H 4.49819 1.42009 1.73672 0.007 -0.003 -0.009
H 2.06064 1.30640 1.43664 -0.016 0.003 -0.017
H -0.93489 -2.15171 -1.36250 -0.069 0.043 0.030
H -1.62235 -1.88388 -2.98121 0.055 -0.014 0.037
H -4.07920 -1.72969 -2.24292 -0.015 0.002 0.010
H -5.77762 -0.39258 -0.98576 0.015 0.005 -0.002
H -4.98688 1.44475 0.52390 -0.021 -0.014 -0.014
H -2.54438 1.87138 0.70084 -0.007 0.015 -0.047
H -1.68720 0.50649 -3.47106 -0.022 -0.072 -0.035
H -0.27920 0.03396 -4.41534 0.026 -0.006 0.003
H -0.15669 2.50816 -5.30183 0.000 -0.006 0.008
H 0.64004 4.79295 -4.72095 -0.004 0.003 0.005
H 1.14585 5.32461 -2.33133 -0.001 -0.005 -0.015
H 0.83336 3.54586 -0.62362 -0.008 0.000 -0.004
N -0.05685 0.09531 1.18752 0.030 -0.209 0.253
C -0.18673 -0.62474 2.21462 -0.098 0.033 0.152
C -0.29378 -0.02631 3.56925 0.076 0.033 -0.154
C -0.05604 -0.79280 4.70561 0.028 -0.035 0.045
C -0.12258 -0.20679 5.96197 -0.004 -0.026 -0.012
C -0.43048 1.13899 6.08770 -0.002 0.004 0.002
C -0.66913 1.90976 4.95475 0.012 -0.031 -0.012
C -0.59712 1.32985 3.70172 -0.049 0.073 -0.001
C -0.27747 -2.09702 1.99221 -0.221 -0.007 -0.075
C 0.66757 -2.74593 1.20288 0.004 0.026 -0.052
C 0.51691 -4.09238 0.90624 0.004 -0.007 0.032
C -0.58840 -4.78767 1.38107 -0.020 0.006 -0.019
C -1.53753 -4.13883 2.15961 0.013 0.034 -0.015
C -1.38424 -2.79454 2.46978 0.070 -0.054 0.073
H 0.19428 -1.84091 4.61475 -0.002 -0.029 -0.019
H 0.06737 -0.80505 6.84270 -0.002 0.004 -0.004
H -0.48701 1.59087 7.06900 0.001 -0.005 -0.004
H -0.91343 2.95878 5.05426 -0.001 -0.003 0.001
H -0.78603 1.92579 2.81606 0.009 -0.021 0.024
H 1.52585 -2.19427 0.83640 0.031 0.004 0.031
H 1.26682 -4.60637 0.31923 0.008 0.001 -0.003
H -0.70677 -5.83737 1.14757 0.006 -0.001 0.019
H -2.39764 -4.67952 2.53003 -0.003 -0.013 0.007
H -2.12040 -2.28961 3.08402 0.017 0.000 -0.011
```
Forces are in eV/Å.

Summary:
Energy relative to the best compared isomer or geometry (same formula, charge and spin) (kcal/mol): 0.0
Charge: +2
Electronic energy (hartree): -1621.296755
HOMO level (eV): -13.802
Maximum force (eV Å⁻¹): 0.65
E_LUMO (eV): -5.879

Results of the Mulliken charge analysis, in e, for atoms 1 through 6:
1. Rh 0.268
2. C -1.036
3. C -0.942
4. C 0.679
5. C -0.967
6. C -0.466

- The lowest electronic energy belongs to which entry?
  C32H30F3I2NO13

- The highest electronic energy belongs to which entry?
  C32H30N5Rh

- Look up the maximum force of the third one.
  0.65 eV Å⁻¹

- electronic energy of number 3 (C32H30N5Rh)?
  -1621.296755 hartree